1.
C33H57HgN4OP2 | wB97M-V/def2-TZVPD

Cartesian coordinates (Å):
H: 2.81276 -1.97344 3.09596
H: -4.18408 0.69520 -4.95668
C: -0.46693 1.84094 4.16109
H: 0.54571 1.43457 4.01368
C: -1.29939 3.25302 -0.13856
C: 3.21727 -0.76075 -3.41905
C: -2.39799 -0.37049 -2.21328
H: -4.69341 -0.56771 -3.75818
H: 3.23244 -2.07842 0.71441
C: 1.83755 -2.30678 3.47695
H: 1.18663 4.86336 1.65661
H: 2.36064 -4.86096 3.37444
H: 0.95729 2.58580 -2.76500
H: 2.00240 -2.81715 4.43811
H: -2.03853 -1.30765 -5.48981
N: -1.88363 -0.32948 -1.15195
C: -2.70987 -0.76130 3.00269
C: 1.96465 3.58364 0.05285
H: -0.41847 -5.57996 -0.96582
C: 0.00919 -3.10455 -1.75472
P: 0.51666 2.40203 -0.24130
H: -2.54763 0.96381 5.65314
C: -1.48160 0.80125 3.89158
H: 1.63122 -5.36007 1.84487
H: 1.19817 -1.43645 3.67293
H: 2.93233 4.52598 1.73368
C: 2.48753 -1.28679 -1.14886
N: 1.70019 -0.20416 -1.08620
H: -3.29339 2.99719 0.70482
H: 3.31014 1.87186 0.33744
C: 1.18576 1.99444 -1.86650
H: 2.79471 5.20094 -1.12306
H: 2.67889 -3.31851 -0.42479
H: -2.21556 -2.30554 -4.02187
H: -2.25878 4.99408 0.72585
N: -2.46073 0.49873 4.76314
C: 1.81262 4.71198 -0.99856
H: -4.31611 1.05227 -3.19524
H: -2.30814 -3.88044 -0.68735
H: 4.15433 3.45004 0.17073
H: 1.56051 4.28853 -1.98541
C: 0.14560 -5.03432 -0.18905
H: 3.02267 -4.24769 1.83757
C: 3.33324 -1.53225 -2.25115
H: 3.83002 -1.01759 -4.30948
H: -0.68130 -4.54870 2.62008
H: -0.83465 -1.22366 -4.23845
C: -1.57715 1.07056 -4.09328
C: 1.73579 0.70299 -2.11732
H: -0.58162 5.30336 0.25539
H: -0.94011 4.34361 1.71880
H: -3.03262 -1.45887 2.23739
H: -1.80332 2.02220 -3.60256
H: -2.76449 4.01697 -1.58495
H: -0.00150 -4.04884 4.18588
H: -1.98568 -2.30961 0.08589
C: 1.94624 4.08171 1.50927
C: 2.60135 1.01797 2.26547
H: 2.17897 0.94997 -4.22735
H: 4.03074 -2.37298 -2.16323
C: -3.24651 -0.48434 4.21291
H: 3.44147 2.62038 -1.27766
H: -0.58357 2.20488 5.19284
C: 2.44211 -2.31254 -0.02618
C: -1.91948 -1.31291 -4.40007
Hg: 0.30636 0.13600 1.09007
C: 3.30888 2.83453 -0.20286
C: -4.01639 0.28683 -3.94424
H: -0.14655 -2.02423 -1.85234
N: -1.59807 0.04272 2.80650
C: 2.35715 0.33463 -3.35507
C: -0.21352 -3.54104 -0.29268
H: -0.71932 -3.61488 -2.41178
H: -0.51372 0.82832 -3.88380
O: 3.14960 0.68851 3.22547
C: 1.15282 -3.30499 2.52409
H: -0.88563 -2.86553 3.18876
H: 1.76336 3.24607 2.21133
H: -4.10139 -0.88915 4.71311
H: -1.07902 4.15027 -2.13943
H: 1.21448 -5.23179 -0.35324
C: -0.19316 -3.71944 3.15186
H: -0.15526 -5.48528 0.76576
C: -1.24811 4.54486 0.68305
C: -1.70248 -3.36995 0.07955
H: -1.93949 -3.81271 1.06174
C: 2.09416 -4.51374 2.36363
H: -2.06802 1.95646 1.47233
H: 1.05665 5.46653 -0.72243
H: 1.02482 -3.35981 -2.09731
C: -2.39526 2.37432 0.51412
C: -2.53157 -0.08768 -3.70348
P: 0.81344 -2.41471 0.88215
H: -0.57269 2.68088 3.45168
H: -1.87114 2.54680 -2.07117
H: -1.69452 1.22490 -5.17482
C: -1.77480 3.51867 -1.57361
H: -2.69312 1.54430 -0.14046

Values from the calculation:
**Energy relative to the best compared isomer or geometry (same formula, charge and spin)**: 0.00 kcal/mol
**Charge**: +1

2.
C33H57IN2O5 | wB97M-V/def2-TZVPD

Cartesian coordinates (Å):
H: 3.66988 1.67070 -2.66710
H: -5.10099 -0.32974 -4.18020
H: 1.51742 0.08089 1.64543
C: 5.14357 1.48874 -0.10995
H: 1.59597 1.45586 -2.17753
H: 4.53934 -0.45637 -3.56394
H: 3.93601 3.31813 0.04252
C: 1.30137 0.40941 3.78480
H: 4.92990 0.93902 0.86403
O: -0.83278 -0.58078 0.40657
H: -4.68827 -3.54096 -0.17210
H: 2.58788 -2.34030 -4.98992
H: 1.07829 5.30013 2.96121
H: 6.00050 2.19158 0.13173
C: -1.38830 -3.52871 -2.69176
H: 0.40646 -2.98681 -4.97306
C: 2.31999 -2.64552 -3.92614
H: 0.84063 -4.31396 -3.83608
C: 2.08444 0.50542 2.47826
C: 1.31335 2.54273 -2.28218
C: 5.55395 0.41654 -1.20598
O: 0.66374 -3.04905 1.09068
H: -5.03174 0.31407 -1.12807
H: 4.97141 -1.64850 -0.73855
H: 0.63864 2.81649 -1.41351
H: 0.34841 3.04825 2.12183
O: 0.09320 -4.84176 -0.07703
C: 0.51350 3.24765 3.18183
H: -0.64168 5.08526 3.19036
H: -5.92235 -1.53668 -3.12360
H: -3.42042 -2.04422 -3.78847
H: 0.36538 6.01098 5.24071
C: -5.25814 -3.97631 -2.23317
H: 2.88243 1.84102 -0.09506
H: -2.14367 3.61543 3.74934
H: -0.62011 -1.53614 -3.31801
C: -1.57126 -2.97721 -0.01834
H: 2.08446 -0.50344 -3.15745
H: -2.98234 -0.16174 -0.87713
C: -0.20726 -3.70592 0.33552
H: 1.27992 -0.65199 4.04896
H: 3.01830 -0.05307 2.56613
C: 3.68754 2.61655 -2.03818
C: -4.80419 -2.93981 -1.11437
C: -0.29076 2.61318 5.46500
C: -0.43031 4.08969 5.81280
H: 2.35314 1.52995 2.21493
O: -6.10606 -4.78059 -1.88629
C: 4.51641 -0.78384 -1.31628
H: -1.05774 2.02207 5.96925
C: 3.82950 2.31974 -0.49352
H: -2.90673 -0.52252 -2.98280
H: -0.76153 0.31461 4.39674
H: 1.55739 4.72137 5.28664
H: 4.53232 3.27464 -2.41623
C: -0.15165 0.86916 3.67857
C: -2.25856 -3.22283 -1.41365
H: -0.54012 0.66255 2.67748
H: -2.49618 1.90298 4.09580
C: -2.99942 -3.53082 2.30764
N: -2.96814 -1.13135 -0.53740
N: -0.42248 2.35327 3.97139
H: 4.74411 -2.23248 -2.97003
H: 5.77376 0.88463 -2.21591
H: 1.52919 2.96752 3.45847
C: 0.81958 -3.18940 -3.93029
C: -5.49485 0.39608 -2.14548
H: -1.45864 4.42735 5.65435
H: 3.56337 -0.52358 -0.76575
C: -3.46561 -2.16412 -1.52172
H: -0.91869 -4.54931 -2.55878
H: -5.34873 1.42313 -2.59836
C: 4.21235 -1.24282 -2.83019
H: -4.82527 -4.00228 -3.27826
H: 0.24634 -2.29912 -1.89294
C: 2.61762 -1.46571 -2.92182
C: -5.08957 -0.78322 -3.13784
C: -1.85679 2.58997 3.53947
C: -2.44684 -3.30860 1.25165
C: -0.17216 -2.49072 -2.91845
H: -1.92780 2.39239 2.47024
H: -1.97285 -3.56804 -3.65516
H: 1.84334 0.91023 4.59213
C: 0.52399 4.95638 5.00607
H: 0.72576 2.67268 -3.23886
H: -5.61953 -2.17626 -0.89571
H: 2.33188 -1.84197 -1.88843
H: 0.69029 2.25155 5.77472
C: 0.33623 4.72000 3.51590
H: -2.76701 -4.23039 -1.24352
O: 2.47908 3.38961 -2.21758
H: -0.22848 4.22440 6.87857
H: 2.98632 -3.53749 -3.69788
H: 6.55010 -0.02014 -0.87070
H: -3.56994 -3.32390 3.24274
C: -1.63826 -1.38537 0.00650
C: -3.64519 -1.38288 -2.89098
I: -7.67857 0.24474 -1.87930

3.
C33H59AsBNO5PS6Sb2Sc | wB97M-V/def2-TZVPD

Cartesian coordinates (Å):
H: 0.64502 -5.61905 -2.90831
H: 3.94583 1.68481 2.80295
O: 2.13109 2.50033 3.42609
Sc: -0.79360 0.27616 1.52421
H: -2.79997 9.18081 -0.27614
C: -4.61007 0.16421 -1.66552
O: 0.58332 1.62819 4.93770
C: -1.79823 -4.35605 -1.92485
H: -1.90504 0.35835 -4.83226
C: -3.18944 7.47182 0.96511
S: 1.55768 0.74125 0.12841
C: 0.55999 4.09826 -0.08864
P: 1.15638 1.20152 3.50143
Sb: 2.57498 -2.64710 1.54893
C: -2.13195 -5.19770 1.08582
S: 1.13525 -1.50972 -1.84443
H: 1.01777 -5.68862 0.75319
C: 2.78247 -3.32311 3.58153
S: -3.63383 -0.38951 3.25248
C: 1.77384 0.01842 -1.35670
H: 5.02848 -4.09024 -1.29615
C: 3.28717 2.53004 2.59217
C: -2.17989 7.34736 -1.20558
As: -0.75218 3.21409 1.04965
C: -1.42278 0.52087 -3.86644
H: 2.31115 -2.60899 4.25378
C: 3.05956 -4.69012 -0.71825
H: 1.55351 3.94963 0.33163
H: 4.39817 -0.67421 1.94341
H: -0.08394 -0.11865 5.86004
H: 3.80914 3.45642 2.82133
C: 4.48235 -1.64543 1.45456
H: 3.37391 1.07841 5.14536
H: 3.36476 0.08741 -4.18342
H: -3.82678 2.52748 -2.42660
H: 0.52590 3.64332 -1.07855
C: 0.67521 -5.46196 -0.25562
H: -3.46640 5.60312 1.97990
H: -4.23538 -2.09937 -3.00027
C: -2.72696 8.10530 -0.18021
C: -2.09058 5.96845 -1.08144
H: 0.12405 -6.32973 -0.62266
C: 3.84807 -4.55983 -3.01830
H: -2.43646 3.33123 -0.75593
H: -2.50290 2.92134 -3.52819
H: 3.83225 -3.45079 3.84722
H: -5.31662 0.57148 -2.39083
C: 1.80211 -5.12640 -1.17892
H: -4.41624 0.91271 -0.89518
H: 4.44248 -4.51737 0.90028
C: 2.42714 -0.02907 -3.64202
H: 3.96938 -0.53172 4.65290
H: -3.22318 3.41917 0.81681
H: -4.12669 -0.84801 -4.24118
C: 4.05568 -4.40823 -1.65643
C: -3.31024 -0.28401 -2.32708
C: 2.60923 -4.98942 -3.47248
H: -3.15049 -4.81185 1.07239
H: -0.76632 5.41596 2.32768
N: 2.53291 0.56492 -2.31548
H: 2.93872 -5.31993 1.34054
H: 1.52048 -1.94003 -4.18360
C: 1.60677 -5.26281 -2.55588
H: 0.34673 5.16460 -0.15697
H: -3.84030 1.91145 -4.08750
H: -1.25499 -3.90673 -2.75676
H: -2.11511 -6.19881 0.65375
H: 2.61591 -0.39028 5.79743
H: -5.06591 -0.70026 -1.18202
C: -3.09800 6.09346 1.08585
C: -2.42266 3.83820 0.20678
C: -3.20326 2.13869 -3.22954
H: -0.70487 1.33765 -3.97081
H: -3.62719 8.05331 1.76667
H: 2.42891 -5.13023 -4.53127
H: 3.00371 -2.09031 -3.22546
H: -0.88482 -0.38393 -3.58269
S: -0.59586 -1.64457 3.14972
C: 3.08970 0.05049 4.92068
H: 2.26805 -4.27890 3.68478
H: -0.70599 1.42828 6.48830
C: -2.54226 5.32014 0.06731
H: 5.25813 -2.23747 1.94102
H: -1.82696 7.83078 -2.10797
C: -0.45248 0.87136 5.58973
H: 0.32196 4.22201 3.08625
H: 4.65171 -4.35979 -3.71684
H: -1.42563 4.08815 3.32139
C: 3.36438 -4.51998 0.73411
O: 2.18822 -0.00787 3.80581
H: -1.32693 0.77429 4.95116
S: -2.69290 1.39365 2.77038
H: -1.79547 -5.23835 2.12138
B: -1.69798 0.11503 -0.72642
H: -2.68601 -1.77391 -3.77587
O: -1.68984 1.21894 -1.59293
H: 2.83854 1.51681 -2.18369
C: -3.59904 -1.31158 -3.40390
O: -2.50099 -0.87979 -1.28913
H: -2.79854 -3.92654 -1.90055
H: 3.02172 2.51013 1.53626
Sb: -0.84813 -3.89572 -0.04973
H: -1.86346 -5.43493 -2.07151
H: 1.62526 0.45681 -4.20468
S: -2.41408 -1.66980 2.18706
C: -0.64762 4.37135 2.61307
H: 4.75360 -1.48082 0.41035
H: -1.67219 5.37916 -1.89008
C: -2.43187 0.90600 -2.79158
C: 2.10881 -1.49391 -3.38527

Values from the calculation:
**Energy relative to the best compared isomer or geometry (same formula, charge and spin)**: 0.00 kcal/mol

no.,highest occupied orbital energy (eV),strongest force on any atom (eV/A)
1,-8.407,4.04
2,-6.570,5.45
3,-7.214,0.26